{"formula": "C4H6FNS2", "method": "the ωB97M-V functional and the def2-TZVPD basis", "lumo_energy_ev": -1.3, "relative_energy_kj_mol": 237.6, "gap_ev": 7.58, "e_homo_ev": -8.83, "e_tot_ev": -30120.57939, "symbols": ["C", "C", "F", "C", "C", "S", "N", "S", "H", "H", "H", "H", "H", "H"], "positions_angstrom": [[0.38278, 0.31659, 1.72498], [0.49322, -0.56768, 0.46978], [0.26697, -1.81265, 0.88847], [-0.41779, -0.14902, -0.70549], [-1.57731, -0.99762, -0.96273], [-2.85043, -0.24329, -1.79438], [-0.18167, 0.78226, -1.53873], [1.46651, 1.40330, -1.26201], [-0.66980, 0.34358, 2.07900], [1.13808, -0.04404, 2.37283], [0.74883, 1.25508, 1.49753], [1.53308, -0.39659, 0.18396], [-1.64875, -2.19368, -0.72451], [1.31628, 2.30376, -2.22870]], "nbo_charge": [-0.63, 0.16, -0.34, 0.09, -0.31, 0.09, -0.42, 0.12, 0.22, 0.22, 0.22, 0.18, 0.26, 0.13]}



{"formula": "C4H6N2", "method": "the ωB97M-V functional and the def2-TZVPD basis", "lumo_energy_ev": 0.4, "relative_energy_kj_mol": 675.8, "gap_ev": 8.45, "e_homo_ev": -8.09, "e_tot_ev": -7218.58672, "symbols": ["C", "C", "N", "C", "C", "N", "H", "H", "H", "H", "H", "H"], "positions_angstrom": [[-1.01909, 1.07634, -0.71053], [-0.50892, -0.16000, -0.28800], [0.19198, -1.22127, -0.89605], [0.73097, -0.64124, 0.35049], [1.87622, 0.24663, 0.31472], [2.80344, 0.93797, 0.30538], [-1.50404, 1.14965, -1.67690], [-1.71829, -0.06249, 0.08599], [-0.85250, 1.95484, -0.09942], [-1.51040, -1.04094, 0.49220], [0.65915, -0.87254, -1.73183], [0.68418, -1.30810, 1.20560]], "nbo_charge": [-0.74, 0.06, -0.53, -0.19, 0.25, -0.28, 0.23, 0.39, 0.24, -0.06, 0.39, 0.26]}



{"formula": "C4H10S", "method": "the ωB97M-V functional and the def2-TZVPD basis", "lumo_energy_ev": 1.1, "relative_energy_kj_mol": 130.5, "gap_ev": 9.40, "e_homo_ev": -8.34, "e_tot_ev": -15144.01469, "symbols": ["C", "C", "H", "H", "H", "H", "C", "S", "C", "H", "H", "H", "H", "H", "H"], "positions_angstrom": [[0.04722, 0.20945, 2.42282], [-1.08066, 0.51601, 1.80335], [0.05367, -0.58038, 3.16149], [0.92604, 0.79563, 2.19339], [-2.08413, 0.15199, 1.99664], [-1.12651, 1.28493, 1.03286], [-0.92965, -0.80401, -1.69972], [0.80513, -1.25033, -1.60827], [1.65232, 0.24454, -1.13290], [-1.04573, 0.08012, -2.31676], [-1.31879, -0.80355, -0.68501], [-1.47088, -1.61197, -2.17804], [2.33041, 0.03690, -0.30587], [2.20053, 0.67878, -1.96645], [1.04102, 1.05190, -0.71753]], "nbo_charge": [-0.39, -0.39, 0.20, 0.20, 0.19, 0.18, -0.75, 0.18, -0.77, 0.22, 0.22, 0.23, 0.23, 0.22, 0.22]}



{"formula": "C18H34FN5O7PS2", "method": "the ωB97M-V functional and the def2-TZVPD basis", "lumo_energy_ev": -4.9, "gap_ev": 5.55, "total_charge": 1, "e_homo_ev": -10.49, "e_tot_ev": -74656.06323, "symbols": ["C", "O", "C", "C", "F", "O", "C", "C", "C", "C", "C", "S", "C", "N", "N", "C", "O", "C", "C", "O", "C", "C", "O", "N", "C", "N", "P", "S", "N", "C", "C", "C", "O", "H", "H", "H", "H", "H", "H", "H", "H", "H", "H", "H", "H", "H", "H", "H", "H", "H", "H", "H", "H", "H", "H", "H", "H", "H", "H", "H", "H", "H", "H", "H", "H", "O", "H", "H"], "positions_angstrom": [[2.33826, 0.78857, 3.14400], [2.61529, 0.25446, 1.80255], [1.72322, -0.87066, 1.45460], [0.31428, -0.45626, 0.75067], [-0.52166, 0.19414, 1.82892], [0.52308, 0.57853, -0.26838], [1.29869, 0.12247, -1.42092], [0.61709, 0.86601, -2.75591], [0.35772, 2.46753, -2.56197], [-0.85642, 2.86901, -3.64043], [-2.32622, 2.44609, -2.96293], [-3.16599, 4.08511, -2.47050], [-4.34548, 3.57732, -1.09317], [-5.22019, 2.36705, -1.33613], [-6.00121, 2.22846, -0.17688], [-5.59520, 3.34290, 0.79683], [-4.51756, 4.21488, 0.22384], [2.88659, 0.52592, -1.41753], [3.23562, 2.01001, -0.82099], [4.72836, 2.05148, -0.66884], [5.11011, 2.00448, 0.75070], [5.92597, 0.63648, 1.25831], [4.89754, 2.97566, 1.64250], [1.22297, -1.36048, -1.72397], [-0.18611, -1.76417, -1.29133], [-1.02171, -2.22409, -2.27844], [-2.70961, -2.65883, -1.90788], [-3.64626, -1.00924, -1.46353], [-0.51685, -1.54340, 0.15984], [-0.68608, -2.77821, 0.97148], [-1.92304, -2.66399, 2.09229], [-2.79141, -4.08991, 1.98875], [-2.90819, -1.59971, 1.73037], [3.25161, 0.58151, 3.87386], [2.30756, 1.97662, 3.02824], [1.30352, 0.48711, 3.59870], [1.44391, -1.38733, 2.49468], [2.37514, -1.65470, 0.88072], [-0.39775, 0.37031, -3.07944], [1.38072, 0.68161, -3.65002], [1.29523, 3.10798, -2.93085], [-0.04379, 2.79543, -1.51367], [-0.83166, 4.00539, -3.92910], [-0.70514, 2.23314, -4.61085], [-3.00186, 1.83238, -3.72153], [-2.11216, 1.81470, -1.97393], [-6.10568, 3.47352, 1.84386], [3.27406, 0.48642, -2.54116], [3.50984, -0.31307, -0.84085], [2.99536, 2.89676, -1.58337], [2.69121, 2.29286, 0.17537], [5.35627, -0.30739, 0.85947], [7.01456, 0.68414, 0.77385], [6.04763, 0.64292, 2.43248], [1.95825, -1.91656, -1.23953], [-0.64842, -2.30238, -3.25046], [-3.30592, -3.14464, -3.15985], [-2.87532, -3.72691, -0.95587], [-1.04996, -3.64307, 0.23214], [0.25485, -3.20970, 1.50969], [-1.53526, -2.58276, 3.19330], [-3.63966, -4.03332, 1.15734], [-2.07457, -5.00477, 1.71563], [-3.31985, -4.37597, 2.99278], [-3.65128, -1.72778, 2.41416], [-0.14779, -3.06779, 4.83948], [0.09335, -2.13167, 4.90597], [0.03741, -3.42051, 5.72281]], "nbo_charge": [-0.30, -0.56, -0.15, 0.76, -0.35, -0.53, 0.41, -0.43, -0.44, -0.42, -0.53, 0.23, 0.29, -0.28, -0.25, 0.21, -0.43, -0.47, -0.09, -0.56, 0.81, -0.73, -0.57, -0.70, 0.82, -0.82, 0.88, -0.41, -0.48, -0.27, 0.08, -0.68, -0.72, 0.21, 0.23, 0.20, 0.22, 0.21, 0.21, 0.23, 0.23, 0.25, 0.24, 0.21, 0.24, 0.24, 0.25, 0.25, 0.22, 0.22, 0.24, 0.22, 0.26, 0.26, 0.41, 0.48, 0.05, 0.03, 0.22, 0.25, 0.23, 0.22, 0.21, 0.25, 0.48, -0.95, 0.47, 0.49]}



{"formula": "C18H60O17", "method": "the ωB97M-V functional and the def2-TZVPD basis", "lumo_energy_ev": 0.5, "relative_energy_kj_mol": 0.0, "gap_ev": 10.20, "e_homo_ev": -9.74, "e_tot_ev": -54443.62499, "symbols": ["O", "C", "C", "O", "H", "H", "H", "H", "H", "H", "O", "C", "C", "O", "H", "H", "H", "H", "H", "H", "O", "C", "C", "O", "H", "H", "H", "H", "H", "H", "O", "C", "C", "O", "H", "H", "H", "H", "H", "H", "O", "C", "C", "O", "H", "H", "H", "H", "H", "H", "C", "C", "O", "H", "H", "H", "H", "H", "H", "C", "C", "O", "H", "H", "H", "H", "H", "H", "C", "C", "O", "H", "H", "H", "H", "H", "H", "C", "C", "O", "H", "H", "H", "H", "H", "H", "O", "H", "H", "O", "H", "H", "O", "H", "H"], "positions_angstrom": [[5.05938, 1.44873, -5.41184], [4.03879, 1.68290, -4.51473], [3.66023, 0.37637, -3.97742], [2.66176, 0.64411, -2.98184], [5.13633, 2.20022, -5.95753], [4.43114, 2.27944, -3.67029], [3.18843, 2.15985, -4.97790], [4.43089, -0.07458, -3.47893], [3.21339, -0.21946, -4.80678], [2.47131, -0.23584, -2.47366], [0.84524, 2.55136, -5.22279], [0.07000, 3.32795, -4.32530], [-0.12584, 2.68532, -2.96783], [1.13380, 2.70161, -2.22754], [0.80905, 1.58080, -5.04393], [0.57181, 4.30201, -4.15998], [-0.87890, 3.53999, -4.79370], [-0.59424, 1.72323, -3.15884], [-0.84225, 3.26178, -2.40000], [1.61632, 1.91668, -2.51528], [-2.20298, -1.44862, -2.22249], [-1.05695, -1.89077, -3.01435], [-0.47262, -3.19663, -2.48223], [0.16810, -3.07176, -1.21615], [-1.89920, -1.11661, -1.37826], [-1.44401, -2.03086, -4.02144], [-0.37310, -1.05430, -3.06130], [0.29589, -3.62857, -3.13310], [-1.30719, -3.93082, -2.40260], [-0.44870, -2.72539, -0.55858], [-4.28457, 0.27624, 1.72315], [-4.29539, 1.34903, 2.74116], [-3.09404, 2.31729, 2.74996], [-2.07261, 1.81614, 3.61996], [-3.97573, 0.62333, 0.89251], [-5.19542, 1.93892, 2.60648], [-4.24792, 0.81043, 3.71250], [-3.43585, 3.26518, 3.21571], [-2.68807, 2.54310, 1.74949], [-1.30947, 2.41762, 3.52144], [0.84177, -0.32321, 5.67164], [1.19714, 0.32663, 4.41879], [2.35910, -0.41014, 3.89023], [2.09937, -1.80263, 3.84420], [-0.13689, -0.30205, 5.77990], [0.35228, 0.20273, 3.74542], [1.43077, 1.35282, 4.51124], [3.26689, -0.20019, 4.42943], [2.56828, -0.07837, 2.85911], [1.65859, -2.02549, 4.66199], [-5.52551, 1.47906, -1.70691], [-4.02791, 1.58767, -1.78486], [-3.41654, 1.46625, -0.51738], [-5.81816, 0.44938, -1.62044], [-5.91937, 1.80924, -2.68380], [-6.08551, 2.08161, -1.02109], [-3.75863, 2.46698, -2.31386], [-3.70271, 0.74489, -2.46405], [-2.48164, 1.26080, -0.61584], [4.36215, -0.50796, -0.19477], [3.69341, -1.74516, -0.62424], [2.43937, -1.39703, -1.13636], [3.71122, 0.04859, 0.44188], [4.51335, 0.05734, -1.15444], [5.38220, -0.55895, 0.26223], [3.55195, -2.34956, 0.26168], [4.20450, -2.39708, -1.37407], [1.87005, -2.15866, -1.02745], [0.40989, -4.57324, 2.51394], [1.14846, -5.03697, 3.76142], [1.70537, -6.39866, 3.67615], [-0.07155, -3.64437, 2.75568], [-0.36647, -5.37881, 2.24059], [1.17165, -4.46901, 1.70028], [0.55959, -4.93523, 4.70214], [2.04098, -4.42662, 3.96964], [1.27064, -6.93970, 3.01272], [0.00440, 0.58452, 0.63598], [-0.69086, -0.49429, 1.36917], [-1.55481, -1.20097, 0.50984], [-0.70654, 1.35270, 0.24220], [0.44065, 0.05532, -0.26177], [0.73769, 1.00597, 1.27084], [-1.29622, -0.06322, 2.23991], [-0.02097, -1.15813, 1.81444], [-2.16864, -1.62121, 1.13110], [-0.11494, 3.56311, 2.70657], [-0.12680, 3.68146, 1.74483], [0.33544, 4.30314, 3.20835], [-3.19945, -2.02636, 2.41826], [-3.60823, -2.86641, 2.58466], [-3.85699, -1.31208, 2.42731], [0.38704, 3.93503, 0.04331], [0.79103, 4.68810, -0.41406], [0.59327, 3.18300, -0.51743]], "lowdin_charge": [-0.02, -0.28, -0.22, -0.14, 0.07, 0.14, 0.11, 0.09, 0.15, 0.10, -0.08, -0.24, -0.21, -0.09, 0.10, 0.13, 0.11, 0.11, 0.11, 0.03, -0.08, -0.20, -0.21, -0.09, 0.02, 0.12, 0.10, 0.12, 0.13, 0.07, -0.11, -0.15, -0.23, -0.12, 0.02, 0.11, 0.13, 0.12, 0.11, 0.03, -0.07, -0.22, -0.25, -0.07, 0.11, 0.10, 0.11, 0.12, 0.12, 0.07, -0.08, -0.30, -0.08, 0.07, 0.09, 0.07, 0.09, 0.12, 0.06, -0.07, -0.33, -0.10, 0.06, 0.08, 0.10, 0.11, 0.13, 0.06, -0.09, -0.30, -0.11, 0.05, 0.10, 0.09, 0.11, 0.10, 0.06, -0.05, -0.33, -0.11, 0.07, 0.10, 0.07, 0.12, 0.08, 0.04, -0.08, -0.01, 0.09, -0.03, 0.05, 0.03, -0.06, 0.07, 0.00]}



{"formula": "C20H27N3O3", "method": "the ωB97M-V functional and the def2-TZVPD basis", "lumo_energy_ev": 0.7, "relative_energy_kj_mol": 303.8, "gap_ev": 9.00, "e_homo_ev": -8.34, "e_tot_ev": -31791.01607, "symbols": ["C", "C", "C", "C", "C", "C", "O", "N", "C", "C", "C", "C", "C", "N", "C", "C", "C", "C", "C", "O", "C", "C", "C", "N", "O", "C", "H", "H", "H", "H", "H", "H", "H", "H", "H", "H", "H", "H", "H", "H", "H", "H", "H", "H", "H", "H", "H", "H", "H", "H", "H", "H", "H"], "positions_angstrom": [[-4.63000, -0.72046, 0.89080], [-4.10684, 0.61174, 0.36683], [-3.44628, 1.47094, 1.44516], [-2.23445, 0.83113, 2.12582], [-1.11889, 0.43478, 1.14980], [-0.72335, 1.57249, 0.22960], [-1.12370, 1.62181, -0.91889], [0.03364, 2.57912, 0.74888], [0.76157, 2.55853, 1.99727], [2.22947, 2.19719, 1.75431], [2.85200, 3.15544, 0.74184], [2.01094, 3.22071, -0.53906], [2.00545, 1.93316, -1.27800], [1.83087, 0.73605, -0.81160], [1.84738, -0.04453, -1.93785], [1.66911, -1.47828, -1.90562], [1.41857, -2.12397, -0.70030], [1.24038, -3.49373, -0.65490], [1.31380, -4.24178, -1.82674], [1.16019, -5.58957, -1.90154], [0.90513, -6.30971, -0.71987], [1.56404, -3.59157, -3.04015], [1.73793, -2.22891, -3.08115], [2.04009, 0.65609, -3.02590], [2.14335, 1.94572, -2.60715], [0.55286, 3.56547, -0.16804], [-3.81646, -1.36745, 1.20940], [-5.29665, -0.56278, 1.73700], [-5.18423, -1.23820, 0.11124], [-3.39848, 0.44389, -0.44446], [-4.94320, 1.17997, -0.04725], [-4.18470, 1.70572, 2.21720], [-3.13483, 2.41239, 0.98715], [-1.84963, 1.54359, 2.86001], [-2.54838, -0.06097, 2.67163], [-1.47226, -0.36907, 0.50329], [-0.25189, 0.06654, 1.69902], [0.69582, 3.56265, 2.43481], [0.31055, 1.85751, 2.69511], [2.28145, 1.18350, 1.35716], [2.77913, 2.23911, 2.69565], [2.90185, 4.16095, 1.16718], [3.86873, 2.83779, 0.50421], [2.40080, 3.98690, -1.21537], [1.36223, -1.53897, 0.20435], [1.04523, -3.96673, 0.29488], [0.82565, -7.35272, -1.02228], [-0.03425, -5.99656, -0.25304], [1.72304, -6.20392, 0.00014], [1.61444, -4.18969, -3.93618], [1.92808, -1.72063, -4.01280], [0.52439, 4.55109, 0.30627], [-0.07970, 3.56823, -1.05788]], "nbo_charge": [-0.61, -0.41, -0.40, -0.39, -0.51, 0.73, -0.65, -0.47, -0.21, -0.43, -0.39, -0.29, 0.55, -0.54, 0.32, -0.15, -0.09, -0.33, 0.32, -0.49, -0.25, -0.26, -0.14, -0.15, -0.27, -0.21, 0.19, 0.20, 0.21, 0.22, 0.20, 0.20, 0.21, 0.20, 0.21, 0.24, 0.22, 0.19, 0.21, 0.24, 0.21, 0.21, 0.22, 0.24, 0.22, 0.22, 0.20, 0.18, 0.18, 0.23, 0.23, 0.20, 0.26]}